DFT (the ωB97M-V functional and the def2-TZVPD basis) results for a structure of composition C25H17BBr4MnNO2P in a non-equilibrium geometry.

Each line ends with the natural charge from an NBO analysis.
Element x y z (Å)
Mn 0.62 1.29 -1.63  1.596
C -3.11 -4.37 2.35  -0.216
C -1.87 -4.40 1.68  -0.217
C -1.47 -3.33 0.85  -0.207
C -2.31 -2.21 0.74  -0.304
C -3.46 -2.13 1.51  -0.197
C -3.84 -3.20 2.40  -0.216
P -1.96 -0.64 -0.25  0.828
C -0.63 0.04 0.81  -0.244
C 0.68 -0.41 0.63  -0.301
C 1.63 0.04 1.53  -0.197
C 1.30 0.96 2.52  -0.207
C 0.03 1.57 2.54  -0.174
C -0.92 1.07 1.68  -0.241
C -1.01 -1.24 -1.72  -0.349
C -1.33 -2.48 -2.30  -0.199
C -0.47 -3.18 -3.14  -0.235
C 0.68 -2.57 -3.55  -0.213
C 0.93 -1.20 -3.16  -0.223
C 0.05 -0.56 -2.31  -0.328
H -3.43 -5.31 2.86  0.207
H -1.35 -5.34 1.65  0.205
H -0.54 -3.39 0.29  0.224
H -4.16 -1.28 1.44  0.228
H -4.70 -3.15 3.04  0.209
H 0.79 -1.26 -0.02  0.238
H 2.65 -0.40 1.56  0.220
H 2.09 1.29 3.19  0.216
H -0.19 2.33 3.30  0.222
H -1.95 1.45 1.64  0.240
H -2.24 -2.88 -1.99  0.201
H -0.92 -4.05 -3.51  0.208
H 1.35 -3.03 -4.19  0.201
H 1.78 -0.62 -3.53  0.227
Br 5.13 5.08 1.62  0.076
C 4.33 3.73 0.61  -0.172
C 5.10 2.80 -0.05  -0.135
Br 7.00 2.81 0.33  0.045
C 4.48 1.82 -0.81  -0.164
Br 5.57 0.72 -1.92  0.058
C 3.14 1.82 -0.93  0.254
O 2.45 0.98 -1.77  -0.799
C 2.36 2.81 -0.29  0.241
O 1.08 2.87 -0.55  -0.773
C 2.95 3.70 0.57  -0.125
Br 1.71 4.85 1.54  0.060
B -3.47 3.32 -0.68  -0.567
C -2.10 2.79 -1.31  0.506
N -1.16 2.17 -1.67  -0.723
H -3.60 2.60 0.26  0.005
H -3.39 4.51 -0.37  0.005
H -4.28 3.24 -1.51  0.009

Kohn-Sham gap (alpha / beta) ... 0.275 / 0.281 Eh
⟨S²⟩ ... 6.10
LUMO (alpha / beta) ... 2.168 / 2.212 eV
2S+1 ... 5
Total charge ... -1



DFT (the ωB97M-V functional and the def2-TZVPD basis) results for a structure of composition C24H27MnN3O3PTe in a non-equilibrium geometry.

Each line ends with the natural charge from an NBO analysis.
Element x y z (Å)
Mn 0.84 -0.09 1.12  0.274
O -2.25 -2.49 -2.52  -0.721
C -1.34 -3.45 -2.25  0.422
C -1.49 -4.69 -2.86  -0.315
C -0.60 -5.72 -2.58  -0.200
C 0.45 -5.52 -1.70  -0.276
C 0.61 -4.29 -1.10  -0.154
C -0.28 -3.24 -1.35  -0.213
C -0.11 -1.97 -0.62  0.524
O 0.94 -1.78 0.10  -0.731
N -1.08 -1.09 -0.68  -0.468
N -0.73 0.03 0.05  -0.431
C -1.55 0.35 1.21  -0.187
C -1.09 1.71 1.62  0.295
C -1.83 2.84 1.86  -0.254
C -1.19 3.98 2.33  -0.162
C 0.18 3.92 2.55  -0.281
C 0.86 2.75 2.27  0.063
N 0.25 1.67 1.79  -0.416
H -2.08 -1.76 -1.86  0.513
H -2.32 -4.84 -3.54  0.208
H -0.75 -6.69 -3.05  0.197
H 1.14 -6.33 -1.48  0.200
H 1.42 -4.11 -0.41  0.237
H -2.64 0.25 1.06  0.181
H -2.90 2.83 1.69  0.221
H -1.74 4.89 2.53  0.208
H 0.72 4.77 2.94  0.215
H 1.92 2.64 2.47  0.225
C -1.99 0.12 4.24  -0.239
O -0.76 -0.04 3.57  -0.592
C -0.84 -0.60 2.25  0.122
C -1.49 -1.96 2.30  -0.674
H -2.31 -0.80 4.74  0.161
H -2.79 0.45 3.57  0.153
H -1.84 0.89 5.00  0.178
H -2.51 -1.90 2.71  0.181
H -0.90 -2.62 2.94  0.215
H -1.56 -2.41 1.32  0.230
C 3.22 -0.27 -1.35  -0.961
P 2.19 0.87 -0.36  1.115
C 3.45 2.16 -0.02  -0.952
C 1.19 1.72 -1.64  -0.249
C 0.69 3.00 -1.37  -0.244
C -0.26 3.58 -2.20  -0.204
C -0.75 2.89 -3.30  -0.229
C -0.27 1.61 -3.56  -0.205
C 0.68 1.03 -2.74  -0.208
H 2.64 -1.17 -1.59  0.259
H 4.05 -0.58 -0.73  0.248
H 3.58 0.20 -2.27  0.215
H 3.97 2.41 -0.95  0.221
H 4.15 1.74 0.71  0.249
H 3.00 3.06 0.40  0.225
H 1.03 3.55 -0.50  0.204
H -0.64 4.57 -1.97  0.200
H -1.50 3.33 -3.94  0.202
H -0.66 1.05 -4.41  0.209
H 1.02 0.02 -2.94  0.216
Te 2.81 -0.48 2.50  -0.222

Kohn-Sham gap (alpha / beta) ... 0.199 / 0.209 Eh
⟨S²⟩ ... 0.83
LUMO (alpha / beta) ... 2.244 / 2.331 eV
2S+1 ... 2
Total charge ... -1



DFT (the ωB97M-V functional and the def2-TZVPD basis) results for an isolated molecule of C7H10N4O2 in a non-equilibrium geometry.

Each line ends with the natural charge from an NBO analysis.
Element x y z (Å)
C 3.92 1.85 -0.39  -0.335
C 3.94 0.52 -0.49  -0.223
C 2.66 -0.21 -0.35  0.268
N 2.06 -0.19 0.84  -0.175
N 0.88 -0.79 0.93  -0.206
C 0.43 -1.35 -0.19  0.567
O -0.78 -1.95 -0.11  -0.489
C -1.85 -1.06 -0.45  -0.083
C -2.30 -0.19 0.70  0.059
C -3.26 0.88 0.17  -0.623
O -2.92 -0.98 1.70  -0.720
N 1.04 -1.41 -1.36  -0.193
N 2.21 -0.81 -1.45  -0.164
H 4.70 2.49 -0.77  0.208
H 3.05 2.32 0.04  0.199
H 4.86 -0.03 -0.66  0.226
H -2.71 -1.64 -0.77  0.210
H -1.52 -0.43 -1.27  0.181
H -1.47 0.35 1.16  0.175
H -2.70 1.57 -0.44  0.207
H -3.67 1.41 1.03  0.222
H -4.05 0.41 -0.41  0.209
H -2.49 -0.78 2.53  0.478

Kohn-Sham gap ... 0.321 Eh
LUMO ... -0.970 eV
2S+1 ... 1
SMILES ... C=Cc1nnc(OC[C@@H](C)O)nn1
Total charge ... 0



DFT (the ωB97M-V functional and the def2-TZVPD basis) results for a cluster of 2 separate species, C4H6N3 in total in a non-equilibrium geometry.

Each line ends with the natural charge from an NBO analysis.
Element x y z (Å)
C -1.73 0.88 -0.94  0.099
C -1.35 1.25 0.42  0.043
C -0.16 -0.74 -0.96  0.279
C 2.02 -0.93 1.00  -0.161
N -1.06 0.00 -1.64  -0.354
N 0.25 -0.22 0.15  -0.126
N -0.20 0.78 0.76  -0.149
H -2.59 1.49 -1.36  0.244
H -1.96 1.93 0.89  0.239
H 0.13 -1.59 -1.41  0.230
H 2.04 -0.62 1.98  0.217
H 1.88 -1.92 0.75  0.202
H 2.75 -0.32 0.35  0.236

Kohn-Sham gap ... 0.344 Eh
LUMO ... -5.266 eV
2S+1 ... 1
Total charge ... +1



DFT (the ωB97M-V functional and the def2-TZVPD basis) results for a structure of composition C35H48Cl2MnNO2P3 in a non-equilibrium geometry.

Each line ends with the Löwdin spin population.
Element x y z (Å)
P -2.71 -0.83 -0.67  -0.002
C -3.56 -2.37 -0.31  -0.001
C -4.85 -2.37 0.25  -0.001
H -5.31 -1.43 0.54  0.000
C -5.52 -3.58 0.40  0.000
H -6.53 -3.58 0.83  0.000
C -4.92 -4.78 0.02  -0.001
H -5.46 -5.72 0.13  0.000
C -3.63 -4.78 -0.52  0.000
H -3.15 -5.71 -0.83  0.000
C -2.94 -3.58 -0.68  0.000
H -1.93 -3.56 -1.10  0.000
C -3.49 0.49 0.26  0.000
C -3.50 0.40 1.67  0.000
H -3.11 -0.49 2.16  0.000
C -4.01 1.46 2.43  0.000
H -3.97 1.40 3.52  0.000
C -4.58 2.56 1.79  0.000
H -5.00 3.38 2.38  0.000
C -4.62 2.62 0.39  0.000
H -5.09 3.47 -0.11  0.000
C -4.07 1.60 -0.37  0.000
H -4.11 1.65 -1.46  0.000
C -2.78 -0.52 -2.44  0.001
C -4.00 -0.75 -3.11  0.000
H -4.86 -1.12 -2.55  0.000
C -4.10 -0.52 -4.48  0.000
H -5.04 -0.71 -4.99  0.000
C -2.99 -0.06 -5.20  0.000
H -3.07 0.13 -6.27  0.000
C -1.77 0.15 -4.54  0.000
H -0.90 0.51 -5.09  0.000
C -1.65 -0.10 -3.17  0.001
H -0.68 -0.01 -2.68  0.001
Mn 1.47 -0.56 0.95  3.574
C 1.82 1.56 1.05  -0.185
C 0.76 2.33 0.81  0.005
H 2.81 1.98 1.31  -0.010
C -0.48 1.59 0.33  -0.013
O -0.79 2.12 -0.98  -0.003
H -1.45 1.56 -1.42  0.000
C -0.19 0.15 0.34  -0.105
H -1.34 1.78 1.02  -0.001
C -0.77 -0.95 -0.05  0.065
Cl 3.73 -0.37 1.75  -0.016
Cl 1.41 -2.86 1.13  0.005
P 1.06 -0.74 3.40  -0.219
C 2.24 -1.73 4.37  -0.021
H 3.16 -1.16 4.51  0.000
H 2.47 -2.64 3.80  0.000
H 1.79 -1.99 5.33  -0.006
C 0.96 0.85 4.28  -0.032
H 0.18 1.47 3.83  0.000
H 1.92 1.36 4.19  0.000
H 0.73 0.68 5.34  -0.008
C -0.55 -1.53 3.70  -0.028
H -0.64 -2.39 3.03  0.000
H -1.36 -0.82 3.49  0.000
H -0.60 -1.85 4.75  -0.007
P 0.68 4.15 0.85  -0.002
C 2.07 4.75 1.79  -0.001
C -0.89 4.51 1.65  -0.001
H 3.01 4.44 1.31  0.000
H 2.04 4.37 2.82  0.000
H 2.02 5.85 1.80  0.000
H -1.73 4.13 1.05  0.000
H -0.99 5.60 1.77  0.000
H -0.92 4.04 2.65  0.000
C 0.69 4.73 -0.84  0.001
H 1.60 4.37 -1.33  0.000
H 0.67 5.83 -0.84  0.000
H -0.18 4.32 -1.36  0.000
H -0.36 -1.98 -0.10  0.003
O 2.39 -0.82 -1.75  0.006
C 3.61 -1.06 -1.78  0.001
C 4.25 -2.19 -0.98  0.000
C 5.20 -3.09 -1.74  0.000
C 6.61 -2.51 -1.85  0.000
C 6.69 -1.36 -2.84  0.000
C 5.89 -0.14 -2.39  0.000
N 4.44 -0.29 -2.55  0.000
H 4.73 -1.73 -0.11  0.000
H 3.42 -2.78 -0.57  0.000
H 5.25 -4.05 -1.21  0.000
H 4.80 -3.31 -2.74  0.000
H 6.94 -2.17 -0.86  0.000
H 7.30 -3.30 -2.17  0.000
H 7.73 -1.05 -2.95  0.000
H 6.33 -1.69 -3.82  0.000
H 6.13 0.10 -1.34  0.000
H 6.18 0.72 -3.01  0.000
H 3.95 0.50 -2.98  0.000

Kohn-Sham gap (alpha / beta) ... 0.226 / 0.294 Eh
⟨S²⟩ ... 4.25
LUMO (alpha / beta) ... -7.221 / -5.382 eV
2S+1 ... 4
Total charge ... +2



DFT (the ωB97M-V functional and the def2-TZVPD basis) results for a structure of composition C14H23F3NO3PPbS in a non-equilibrium geometry.

Each line ends with the natural charge from an NBO analysis.
Element x y z (Å)
C 4.61 0.44 -1.92  -0.125
C 4.34 1.08 -0.70  -0.181
C 3.03 1.11 -0.17  -0.111
C 2.03 0.41 -0.82  -0.240
C 2.27 -0.21 -2.05  0.060
C 3.57 -0.23 -2.57  -0.202
C 2.77 1.80 1.15  -0.465
C 1.41 2.54 1.32  -0.266
N 1.39 3.89 0.79  0.065
Pb 0.14 -0.04 0.37  1.368
C 1.11 -0.85 -2.78  -0.763
P -0.41 0.11 -2.36  0.862
H 5.16 1.58 -0.16  0.255
H 3.77 -0.75 -3.52  0.261
H 5.61 0.47 -2.35  0.266
H 0.93 -1.88 -2.43  0.293
H 1.24 -0.90 -3.86  0.272
H 2.81 1.06 1.97  0.278
H 3.56 2.52 1.37  0.271
H 0.51 2.05 0.85  0.186
C -1.84 -0.67 -3.21  -0.942
C -0.07 1.64 -3.32  -0.943
H 1.18 2.60 2.40  0.269
C 1.54 3.99 -0.64  -0.486
C 0.25 4.64 1.29  -0.476
H -2.49 -0.51 0.65  0.026
H 1.58 5.05 -0.90  0.270
H 2.45 3.48 -0.98  0.258
H 0.69 3.54 -1.20  0.259
H 0.34 5.68 0.98  0.270
H -0.72 4.25 0.92  0.267
H 0.23 4.57 2.39  0.259
H -0.03 1.50 -4.41  0.284
H -0.87 2.36 -3.10  0.251
H 0.88 2.10 -3.00  0.236
H -1.74 -0.81 -4.31  0.281
H -2.06 -1.65 -2.77  0.279
H -2.73 -0.04 -3.04  0.269
H -2.61 0.22 0.75  0.015
F -1.98 -4.03 2.37  -0.270
C -1.45 -3.00 1.72  0.692
F -2.18 -2.83 0.57  -0.329
F -1.62 -1.88 2.48  -0.329
S 0.34 -3.22 1.30  2.323
O 1.02 -2.67 2.44  -0.912
O 0.49 -4.60 0.97  -0.854
O 0.40 -2.36 0.06  -1.048

Kohn-Sham gap (alpha / beta) ... 0.180 / 0.194 Eh
LUMO (alpha / beta) ... -10.935 / -10.547 eV
2S+1 ... 1
Total charge ... +2



DFT (the ωB97M-V functional and the def2-TZVPD basis) results for the ion C8H10FIN3O5 with charge +1 in a non-equilibrium geometry.

Each line ends with the natural charge from an NBO analysis.
Element x y z (Å)
C 2.59 1.31 1.41  -0.629
C 2.77 -0.12 0.70  -0.447
C 2.36 -0.12 -0.87  0.373
F 3.16 -1.02 -1.63  -0.318
N 0.89 -0.39 -0.93  -0.397
C 0.15 -1.62 -1.20  -0.068
I 0.98 -3.57 -1.66  0.361
C -1.36 -1.32 -1.09  0.390
O -2.51 -2.13 -1.28  -0.381
N -2.37 -3.38 -0.71  0.436
O -2.25 -3.30 0.46  -0.206
N -1.39 0.08 -0.73  -0.357
C -2.56 0.97 -0.43  -0.340
C -2.59 1.15 1.19  0.764
O -2.49 2.25 1.76  -0.486
O -2.71 -0.09 1.92  -0.669
C -0.07 0.64 -0.65  0.691
O 0.05 2.01 -0.34  -0.630
H 3.21 1.36 2.37  0.256
H 2.78 2.18 0.68  0.212
H 1.48 1.37 1.75  0.217
H 2.09 -0.87 1.24  0.224
H 3.85 -0.48 0.86  0.257
H 2.53 0.96 -1.22  0.195
H -2.42 1.96 -0.98  0.278
H -3.52 0.47 -0.81  0.268
H -3.10 -0.77 1.31  0.485
H 0.44 2.47 -1.12  0.522

Kohn-Sham gap ... 0.308 Eh
LUMO ... -4.588 eV
2S+1 ... 1
SMILES ... CC[C@@H](F)n1c(I)c(ON=O)[n+](CC(=O)O)c1O
Total charge ... +1



DFT (the ωB97M-V functional and the def2-TZVPD basis) results for an isolated molecule of C3H6N4 in a non-equilibrium geometry.

Each line ends with the natural charge from an NBO analysis.
Element x y z (Å)
H -3.26 0.27 -0.05  0.351
N -2.50 -0.45 -0.10  -0.632
C -1.39 0.06 -0.03  0.392
C -0.11 -0.85 0.13  -0.326
N 0.86 0.22 0.40  -0.295
N 2.17 0.01 -0.22  -0.613
C 0.18 1.42 0.04  0.298
N -1.07 1.42 -0.03  -0.492
H -0.41 -1.50 1.06  0.231
H 0.24 -1.60 -0.66  0.216
H 2.13 -0.83 -0.95  0.320
H 2.52 -0.59 0.44  0.340
H 0.67 2.43 -0.03  0.209

Kohn-Sham gap ... 0.372 Eh
LUMO ... 0.623 eV
2S+1 ... 1
SMILES ... [H]/N=C1/CN(N)C=N1
Total charge ... 0